[1]
The following is a DFT calculation (ωB97M-V with the def2-TZVPD basis set) of a 2-piece molecular cluster, C18H15FNO8PS overall at a distorted geometry.

Each line ends with the Mulliken charge.
Positions of all 45 atoms, in Å:
N: 0.384 2.596 -0.493  -0.5434
P: -1.001 1.533 -0.451  0.1650
O: -1.071 0.917 1.144  -0.4237
C: -0.716 0.002 -1.503  0.2409
C: -1.844 -0.449 -2.309  -0.6895
C: -1.760 -1.653 -3.157  -0.4679
C: -0.525 -2.432 -3.180  -0.8178
C: 0.592 -1.956 -2.377  0.5774
C: 0.547 -0.752 -1.530  0.3874
C: 1.807 -0.362 -0.694  0.6927
O: 1.764 0.217 0.358  -0.4623
C: 3.186 -0.815 -1.283  0.0566
C: 3.230 -2.030 -2.110  0.3826
C: 4.452 -2.579 -2.681  -0.7777
C: 5.716 -1.872 -2.418  -0.5091
C: 5.708 -0.648 -1.609  -0.5997
C: 4.455 -0.135 -1.047  0.1803
S: 4.581 1.356 -0.023  1.3386
O: 3.643 2.323 -0.560  -0.5438
O: 5.948 1.848 0.022  -0.6559
F: 4.178 1.051 1.539  -0.2434
C: 1.906 -2.779 -2.373  0.1439
O: 1.828 -3.978 -2.541  -0.5507
H: 0.823 2.508 0.438  0.2031
H: -0.024 3.539 -0.471  0.3365
H: -1.045 -0.056 1.074  0.2939
H: -2.833 0.077 -2.321  0.3368
H: -2.631 -1.995 -3.771  0.3588
H: -0.461 -3.364 -3.793  0.3889
H: 4.493 -3.514 -3.279  0.4047
H: 6.653 -2.297 -2.849  0.3652
H: 6.695 -0.167 -1.437  0.4462
C: -3.429 0.904 4.764  -1.4488
C: -4.151 1.560 3.610  0.5411
C: -5.647 1.442 3.675  -0.5277
O: -6.011 1.567 2.301  -0.3298
C: -4.954 1.101 1.576  0.6042
O: -4.980 0.889 0.405  -0.5111
O: -3.865 0.909 2.372  -0.2846
H: -2.349 0.941 4.605  0.3328
H: -3.661 1.405 5.705  0.3858
H: -3.698 -0.151 4.850  0.3587
H: -3.834 2.604 3.518  0.2402
H: -6.107 2.228 4.273  0.3152
H: -5.992 0.468 4.034  0.3094

SMILES string: NP(O)c1cccc2c1C(=O)c1c(cccc1S(=O)(=O)F)C2=O.C[C@@H]1COC(=O)O1
Total charge: 0
Frontier orbital gap in hartree: 0.243
ΔE to the lowest compared entry with this formula, charge and spin in kJ/mol: 0.0

[2]
The following is a DFT calculation (ωB97M-V with the def2-TZVPD basis set) of C18H15I3N2O5S as an isolated structure at a distorted geometry.

Each line ends with the Mulliken charge.
Positions of all 44 atoms, in Å:
C: 2.784 3.124 1.981  -0.9522
C: 1.528 3.762 1.233  0.1041
I: 0.408 5.279 2.360  0.0309
C: 1.121 3.401 -0.103  -0.1531
I: -0.618 4.522 -0.875  0.0878
N: 1.849 2.379 -0.888  0.1879
C: 1.916 1.009 -0.342  -0.1447
O: 2.901 0.544 0.281  -0.4285
C: 0.553 0.303 -0.757  0.1934
C: -0.195 -0.933 -0.204  0.5974
C: 0.434 -1.778 0.995  -0.6641
C: 1.816 -2.493 0.495  -0.5003
C: 2.863 -2.714 1.723  -0.9626
I: 4.932 -2.203 1.145  -0.0033
C: -1.574 -1.266 -0.898  0.3538
C: -2.445 -2.533 -0.398  -1.2412
C: -3.037 -2.140 1.070  -0.2856
O: -3.111 -0.664 1.087  -0.3241
C: -2.422 -0.134 2.210  0.3266
O: -2.692 1.036 2.556  -0.5034
C: -2.145 -0.395 -2.088  0.0224
S: -3.788 -0.745 -2.896  -0.2105
C: -1.332 0.831 -2.658  -0.0258
O: -1.775 1.649 -3.748  -0.3645
C: -0.959 1.310 -4.850  0.4408
N: -0.359 0.916 -5.814  -0.4234
C: 0.009 1.137 -1.956  0.7559
C: 1.122 2.250 -2.197  -0.2576
O: 1.398 2.871 -3.240  -0.5027
H: 3.603 2.728 1.295  0.2755
H: 3.260 3.977 2.602  0.4035
H: 2.435 2.351 2.769  0.2495
H: 0.619 -1.152 1.933  0.4359
H: -0.305 -2.643 1.202  0.1058
H: 2.300 -1.928 -0.382  0.3567
H: 1.584 -3.560 0.111  0.3796
H: 2.604 -1.994 2.586  0.3737
H: 2.782 -3.788 2.113  0.4454
H: -1.757 -3.443 -0.334  0.3247
H: -3.305 -2.786 -1.102  0.4143
H: -4.119 -2.506 1.189  0.3783
H: -2.350 -2.551 1.891  0.2729
H: -1.616 -0.734 2.766  0.2356
H: -4.797 -0.097 -2.172  0.1949

Total charge: 0
Frontier orbital gap in hartree: 0.264
ΔE to the lowest compared entry with this formula, charge and spin in kJ/mol: 749.0

[3]
The following is a DFT calculation (ωB97M-V with the def2-TZVPD basis set) of one molecule with the formula C18H15NO2 at a distorted geometry.

Each line ends with the Mulliken charge.
Positions of all 36 atoms, in Å:
O: -1.548 1.325 -1.787  -0.7152
C: -0.970 0.581 -1.053  0.4648
C: 0.535 0.410 -0.914  0.7839
C: 1.420 1.311 -1.766  -0.4682
C: 2.526 0.707 -2.433  -0.3955
C: 3.186 1.451 -3.466  -0.7446
C: 2.850 2.734 -3.767  -0.4070
C: 1.723 3.277 -3.067  -0.5285
C: 1.052 2.586 -2.044  -0.6013
C: 0.970 -0.256 0.157  0.5443
O: 2.306 -0.027 0.441  -0.6685
N: 0.197 -1.078 0.987  0.0201
C: -1.175 -0.899 0.943  0.3269
C: -2.021 -1.353 1.976  0.7154
C: -3.443 -1.384 1.883  -0.5444
C: -4.073 -0.609 0.875  -0.8785
C: -3.207 -0.075 -0.109  -0.5504
C: -1.797 -0.192 -0.120  0.0254
C: -1.352 -2.111 3.181  -0.9129
C: 0.187 -1.762 3.234  -0.6333
C: 0.799 -2.079 1.920  -0.6735
H: 2.806 -0.259 -2.302  0.5977
H: 3.969 1.148 -4.078  0.4242
H: 3.316 3.387 -4.507  0.3875
H: 1.464 4.317 -3.399  0.2874
H: 0.125 2.963 -1.616  0.4238
H: 2.558 0.683 -0.198  0.4142
H: -3.793 -1.876 2.800  0.3916
H: -5.109 -0.317 0.814  0.3763
H: -3.563 0.521 -0.936  0.4905
H: -1.896 -1.781 4.171  0.3952
H: -1.500 -3.181 3.071  0.3405
H: 0.421 -0.679 3.473  0.2764
H: 0.709 -2.442 4.026  0.3620
H: 1.906 -2.015 2.043  0.3311
H: 0.420 -3.029 1.567  0.3427

SMILES string: O=c1c(-c2ccccc2)c(O)n2c3c(cccc13)CCC2
Total charge: 0
Frontier orbital gap in hartree: 0.316
ΔE to the lowest compared entry with this formula, charge and spin in kJ/mol: 173.8

[4]
The following is a DFT calculation (ωB97M-V with the def2-TZVPD basis set) of C18H16BN7O2Ru as an isolated structure at a distorted geometry.

Each line ends with the Mulliken charge.
Positions of all 45 atoms, in Å:
Ru: -0.064 0.000 -0.206  0.4787
O: -0.812 1.392 3.516  -0.5862
C: -0.613 1.246 2.321  0.0474
N: -0.483 0.000 1.645  0.3281
C: -0.612 -1.247 2.321  0.0543
O: -0.811 -1.393 3.516  -0.5858
C: -0.444 -2.352 1.382  0.5432
C: -0.432 -3.682 1.803  -0.7771
C: -0.189 -4.670 0.876  -0.1632
C: 0.021 -4.326 -0.468  -0.9021
C: -0.033 -3.004 -0.827  -0.0646
N: -0.267 -2.029 0.070  0.0326
C: -0.445 2.352 1.383  0.5532
C: -0.435 3.681 1.803  -0.7786
C: -0.192 4.670 0.877  -0.1676
C: 0.021 4.326 -0.467  -0.9001
C: -0.034 3.004 -0.827  -0.0678
N: -0.267 2.029 0.071  0.0323
H: -0.601 -3.890 2.849  0.4890
H: -0.159 -5.707 1.182  0.4530
H: 0.221 -5.079 -1.216  0.4266
H: 0.090 -2.697 -1.858  0.3895
H: -0.604 3.889 2.850  0.4913
H: -0.161 5.707 1.183  0.4523
H: 0.220 5.079 -1.214  0.4266
H: 0.090 2.697 -1.857  0.3887
B: 2.705 0.000 -2.709  -0.0197
N: 1.186 0.000 -3.051  0.2906
C: 0.743 0.000 -4.310  -0.1446
C: -0.649 0.000 -4.322  -0.9547
C: -1.001 0.000 -2.988  -0.6150
N: 0.123 0.000 -2.230  0.5936
N: 3.031 0.000 -1.198  -0.7690
C: 4.282 0.000 -0.720  -0.2337
C: 4.244 0.000 0.665  -1.0473
C: 2.892 0.000 0.974  -0.4505
N: 2.178 0.000 -0.160  1.1739
H: 3.194 0.978 -3.215  -0.0673
H: 3.193 -0.979 -3.215  -0.0674
H: 1.437 0.000 -5.134  0.4519
H: -1.300 0.000 -5.178  0.4327
H: -1.982 0.001 -2.537  0.4888
H: 5.130 -0.001 -1.385  0.4474
H: 5.074 0.000 1.348  0.4179
H: 2.415 0.000 1.941  0.4789

Total charge: +1
Frontier orbital gap (alpha / beta) in hartree: 0.144 / 0.202
ΔE to the lowest compared entry with this formula, charge and spin in kJ/mol: 1.5
Spin multiplicity: 6
Expectation value of S²: 8.792

[5]
The following is a DFT calculation (ωB97M-V with the def2-TZVPD basis set) of C18H16BrGaN4O5Se as an isolated structure at a distorted geometry.

Each line ends with the Mulliken charge.
Positions of all 46 atoms, in Å:
Ga: 1.194 -0.409 -0.072  1.2486
O: -0.289 2.649 2.099  -0.7463
C: 0.423 1.891 1.442  0.0619
N: 0.512 0.540 1.571  -0.0607
C: -0.356 -0.165 2.470  -1.1749
C: -0.288 -1.613 2.086  1.2662
C: -0.648 -2.539 3.068  -1.2517
C: -0.369 -3.821 2.760  -0.0690
C: 0.187 -4.237 1.516  -1.0406
C: 0.447 -3.259 0.624  -0.1721
N: 0.302 -1.952 0.953  0.1313
C: 1.432 2.420 0.397  0.4908
C: 1.736 3.787 0.282  -0.4544
C: 2.706 4.175 -0.674  -0.5953
C: 3.323 3.140 -1.369  -0.7300
C: 2.973 1.827 -1.244  -0.3691
N: 2.032 1.446 -0.357  0.2099
H: -0.144 -0.048 3.545  0.5075
H: -1.398 0.157 2.362  0.3502
H: -1.037 -2.130 4.019  0.4333
H: -0.521 -4.591 3.566  0.3172
H: 0.427 -5.224 1.275  0.5354
H: 0.769 -3.552 -0.373  0.4728
H: 1.204 4.430 0.987  0.4833
H: 2.982 5.174 -0.865  0.4952
H: 4.082 3.442 -2.012  0.5003
H: 3.477 1.028 -1.686  0.6177
C: -4.360 0.101 0.084  -1.4454
C: -3.283 0.376 -0.913  0.0932
C: -3.415 0.675 -2.265  -0.3542
C: -2.290 0.894 -3.039  -0.6579
C: -1.033 0.719 -2.442  0.2111
Br: 0.566 1.180 -3.450  -0.0789
N: -0.846 0.414 -1.187  0.0422
C: -1.951 0.257 -0.437  -0.2647
H: -4.563 -1.037 0.147  0.2806
H: -5.380 0.405 -0.225  0.3926
H: -4.136 0.510 1.064  0.3574
H: -4.378 0.751 -2.728  0.4659
H: -2.290 1.210 -4.112  0.3451
H: -1.851 -0.115 0.508  0.4763
O: 3.801 -1.044 -2.650  -0.6667
Se: 2.947 -1.862 -1.543  1.1464
O: 3.035 -3.433 -1.484  -0.6642
O: 1.299 -1.374 -1.714  -0.5465
O: 2.970 -1.195 0.014  -0.5900

Total charge: 0
Frontier orbital gap in hartree: 0.339
ΔE to the lowest compared entry with this formula, charge and spin in kJ/mol: 81.0

[6]
The following is a DFT calculation (ωB97M-V with the def2-TZVPD basis set) of a 3-piece molecular cluster, C18H16F19N2O2PS overall at a distorted geometry.

Each line ends with the Mulliken charge.
Positions of all 59 atoms, in Å:
N: 2.650 5.191 -1.481  -0.3939
C: 2.535 4.076 -1.395  -0.1405
C: 2.590 2.579 -1.485  0.2167
P: 3.836 2.037 -2.766  0.1881
S: 3.076 1.377 -4.427  -0.3761
C: 1.187 1.915 -1.630  0.2365
C: 1.144 0.765 -0.645  -0.0898
N: 0.924 0.045 0.192  -0.4461
C: -0.005 2.886 -1.351  -0.8547
C: -1.309 2.076 -1.679  -0.7099
C: -2.565 2.927 -1.689  0.2556
F: -2.649 4.151 -1.139  -0.3141
C: -3.674 2.418 -2.231  0.2664
F: -3.668 1.879 -3.431  -0.2339
F: -4.832 2.365 -1.624  -0.1854
H: 2.990 2.260 -0.503  0.3456
H: 4.629 3.176 -3.071  0.1417
H: 4.707 1.053 -2.239  0.0643
H: 0.995 1.474 -2.620  0.4482
H: 0.000 3.750 -2.028  0.6602
H: -0.034 3.185 -0.293  0.3625
H: -1.431 1.278 -0.931  0.1749
H: -1.164 1.611 -2.671  0.4441
F: -2.732 2.188 2.697  -0.2063
C: -2.148 1.012 2.395  0.0549
F: -1.271 1.254 1.387  -0.2104
C: -3.157 -0.044 1.945  0.9879
F: -3.742 0.320 0.781  -0.2234
F: -2.452 -1.180 1.678  -0.3513
C: -4.247 -0.427 2.959  -0.8497
O: -5.510 0.213 2.828  -0.4056
C: -5.677 1.469 3.395  0.7424
F: -4.648 1.751 4.217  -0.2788
F: -6.777 1.393 4.174  -0.3001
C: -5.904 2.557 2.343  0.1828
F: -4.888 2.601 1.457  -0.1751
F: -5.973 3.770 2.939  -0.2568
H: -1.579 0.668 3.263  0.2321
H: -4.467 -1.478 2.773  0.4060
H: -3.883 -0.393 3.987  0.3561
H: -6.831 2.377 1.795  0.2445
F: 4.920 -4.902 0.800  -0.2112
C: 3.743 -5.252 1.359  0.1132
F: 3.802 -6.584 1.606  -0.2769
C: 2.555 -4.950 0.445  0.8513
F: 2.606 -5.708 -0.673  -0.2765
F: 1.431 -5.333 1.115  -0.3295
C: 2.355 -3.478 0.048  -0.6616
O: 2.874 -3.066 -1.211  -0.3993
C: 4.211 -2.717 -1.295  0.7038
F: 4.732 -2.581 -0.060  -0.2883
F: 4.242 -1.485 -1.856  -0.2196
C: 5.017 -3.674 -2.174  0.1915
F: 4.922 -4.943 -1.731  -0.2185
F: 6.328 -3.333 -2.149  -0.2607
H: 3.638 -4.736 2.317  0.2883
H: 1.278 -3.345 -0.058  0.3998
H: 2.645 -2.794 0.846  0.3363
H: 4.661 -3.643 -3.206  0.2483

SMILES string: N#C[C@H]([PH2]=S)[C@@H](C#N)CCC(F)=C(F)F.FC(F)C(F)(F)COC(F)(F)C(F)F.FC(F)C(F)(F)COC(F)(F)C(F)F
Total charge: 0
Frontier orbital gap in hartree: 0.331

What DFT total energy values result from the calculations? In sequence: -59618.95419; -67253.61658; -24493.18354; -36701.12954; -222888.45739; -97753.25236 eV.